[1]
Molecular formula: C2H4ClNO2
Method: DFT, ωB97M-V/def2-TZVPD

Results
**Total energy**: -743.98546 Eh
**HOMO**: -10.13 eV
**F_max**: 3.04 eV Å⁻¹

```
! wB97M-V def2-TZVPD RIJCOSX def2/J DEFGRID3
* xyz 0 1
Cl -1.13129 -1.06023 1.41498
O 1.81026 0.34205 -0.80890
O -0.19302 1.35282 -2.00588
N -0.34111 0.95792 -0.71797
C 0.51163 -0.72880 0.90156
C 0.73997 0.19618 -0.30281
H 0.34443 2.16537 -1.96497
H 1.04139 -1.64502 0.65240
H -1.24501 0.70350 -0.53716
H 1.03135 -0.26858 1.74664
*
```



[2]
Molecular formula: C2H4ClNO3
Method: DFT, ωB97M-V/def2-TZVPD

Results
**Total energy**: -819.31022 Eh
**HOMO**: -10.96 eV
**F_max**: 3.71 eV Å⁻¹

```
! wB97M-V def2-TZVPD RIJCOSX def2/J DEFGRID3
* xyz 0 1
Cl -2.03935 0.72556 2.26359
O -1.53086 0.83586 -0.82498
O -0.38364 0.32383 -2.62424
O 1.49070 -0.80767 -1.30778
N 0.65813 -0.54208 0.75794
C -0.56220 0.34717 -1.27231
C 0.61004 -0.41900 -0.57093
H -0.02885 -0.16650 1.36927
H -1.44935 1.00614 1.02805
H 1.52780 -0.84374 1.13789
H 0.33579 -0.23857 -2.83366
*
```



[3]
Molecular formula: C2H4ClNO3
Method: DFT, ωB97M-V/def2-TZVPD

Results
**Total energy**: -819.24155 Eh
**HOMO**: -10.30 eV
**F_max**: 4.79 eV Å⁻¹

```
! wB97M-V def2-TZVPD RIJCOSX def2/J DEFGRID3
* xyz 0 1
Cl -1.57480 0.65730 -2.38196
O 0.24934 1.94166 -0.79173
O -1.35374 0.64683 0.26826
O 1.91514 0.43496 0.24422
N 0.51717 -1.33595 0.52689
C 0.95497 -0.24359 0.03004
C -0.43722 0.72947 -0.67365
H 1.20326 -1.95907 1.05322
H -1.80254 1.52670 0.24568
H 1.16840 1.65470 -0.61280
H -0.37897 -1.69378 0.23496
*
```



[4]
Molecular formula: C2H4ClO2P
Method: DFT, ωB97M-V/def2-TZVPD

Results
**Total energy**: -1030.63329 Eh
**HOMO**: -9.97 eV
**F_max**: 4.53 eV Å⁻¹

```
! wB97M-V def2-TZVPD RIJCOSX def2/J DEFGRID3
* xyz 0 1
Cl 0.55320 -1.91566 -0.08928
P 1.97836 0.37881 -0.47406
O 0.87404 0.42886 0.76705
O 3.22693 0.72388 0.14535
C -1.19074 0.25443 -0.36303
C -0.25258 -0.43237 0.47986
H -2.09444 -0.23541 -0.67179
H -0.81981 0.54464 -1.42325
H -0.63935 -0.92394 1.44177
H -1.63563 1.17676 0.18739
*
```



[5]
Molecular formula: C2H4ClOP
Method: DFT, ωB97M-V/def2-TZVPD

Results
**Total energy**: -955.32445 Eh
**HOMO**: -9.28 eV
**F_max**: 3.79 eV Å⁻¹

```
! wB97M-V def2-TZVPD RIJCOSX def2/J DEFGRID3
* xyz 0 1
Cl -0.00595 1.55932 -1.96868
P 1.66274 -0.29989 -0.27416
O 0.26626 -1.92925 1.38751
C 0.29102 -1.55772 0.26971
C 0.63294 1.25982 -0.27489
H 2.13343 -0.05582 1.11840
H -0.22181 1.34967 0.66334
H 1.35685 2.04302 0.01216
H -0.38056 -1.97522 -0.56628
*
```



[6]
Molecular formula: C2H4ClOP
Method: DFT, ωB97M-V/def2-TZVPD

Results
**Total energy**: -955.32040 Eh
**HOMO**: -8.84 eV
**F_max**: 2.98 eV Å⁻¹

```
! wB97M-V def2-TZVPD RIJCOSX def2/J DEFGRID3
* xyz 0 1
Cl 1.61027 -3.34006 0.64326
P 0.06645 -0.89005 -0.09585
O 0.15828 0.76082 -0.30084
C -1.11220 1.39164 -0.35695
C 1.49164 -1.60710 0.49714
H 2.38058 -1.13904 1.06734
H -1.27942 1.78700 -1.37887
H -1.36556 2.36691 0.08827
H -1.95004 0.66988 -0.16350
*
```



[7]
Molecular formula: C2H4ClOP
Method: DFT, ωB97M-V/def2-TZVPD

Results
**Total energy**: -955.33686 Eh
**HOMO**: -8.90 eV
**F_max**: 3.77 eV Å⁻¹

```
! wB97M-V def2-TZVPD RIJCOSX def2/J DEFGRID3
* xyz 0 1
Cl 2.69746 0.61014 -0.20311
P -0.11653 -0.57228 0.28430
O -0.97183 -1.81718 0.12019
C 1.54719 -0.73631 -0.07808
C -1.05182 0.87697 -0.06698
H 1.91212 -1.66070 0.38177
H -1.26020 1.12871 -1.11783
H -0.76843 1.78296 0.47400
H -1.98796 0.38770 0.20573
*
```



[8]
Molecular formula: C2H4ClP
Method: DFT, ωB97M-V/def2-TZVPD

Results
**Total energy**: -880.00400 Eh
**HOMO**: -7.58 eV
**F_max**: 3.38 eV Å⁻¹

```
! wB97M-V def2-TZVPD RIJCOSX def2/J DEFGRID3
* xyz 0 1
Cl 3.53070 -0.09466 -0.00748
P 0.63342 -0.35030 -0.04436
C -1.11028 -0.00892 0.01828
C 2.02845 0.69063 -0.04051
H 1.28566 -1.50085 0.47961
H 2.03969 1.62652 -0.51446
H -1.38940 0.92287 -0.66556
H -1.85972 -0.80023 -0.05005
*
```



[9]
Molecular formula: C2H4ClP
Method: DFT, ωB97M-V/def2-TZVPD

Results
**Total energy**: -880.05222 Eh
**HOMO**: -9.81 eV
**F_max**: 4.76 eV Å⁻¹

```
! wB97M-V def2-TZVPD RIJCOSX def2/J DEFGRID3
* xyz 0 1
Cl -0.24714 -1.29416 -3.37548
P -1.44553 -0.89116 -0.74341
C 0.01330 -0.71063 0.26110
C -0.59720 0.61254 -0.19759
H 0.80792 -1.02475 -0.26396
H 0.12230 -1.02215 1.42258
H -0.11169 1.24098 -0.88301
H -1.05905 1.29025 0.45528
*
```



[10]
Molecular formula: C2H4CuO2
Method: DFT, ωB97M-V/def2-TZVPD

Results
**Total energy**: -1869.40115 Eh
**HOMO (alpha / beta)**: -8.05 / -7.94 eV
**⟨S²⟩**: 0.77
**F_max**: 3.17 eV Å⁻¹

```
! wB97M-V def2-TZVPD RIJCOSX def2/J DEFGRID3
* xyz 0 2
Cu 2.21575 0.37910 0.77846
O 0.52203 0.65215 -0.49938
O 2.43132 -1.21486 -0.51514
C -1.40656 -0.12064 0.58216
C -0.73001 0.71196 -0.31716
H -2.49584 -0.16067 0.57066
H -1.27969 1.56872 -0.74287
H -0.84158 -0.80036 1.22261
H 1.58458 -1.01540 -1.07935
*
```



[11]
Molecular formula: C2H4DyO3
Method: DFT, ωB97M-V/def2-TZVPD

Results
**Total energy**: -1189.31983 Eh
**HOMO (alpha / beta)**: -5.81 / -5.82 eV
**⟨S²⟩**: 12.03
**F_max**: 3.21 eV Å⁻¹

```
! wB97M-V def2-TZVPD RIJCOSX def2/J DEFGRID3
* xyz 0 7
Dy -0.64138 2.12578 1.06360
O 0.90985 0.50158 1.38436
O 0.16437 1.55001 -0.99436
O -1.98041 -0.96820 0.58898
C 1.00837 0.51974 -0.94468
C 1.21345 -0.14694 0.24001
H 1.98341 -0.93184 0.28334
H -2.75997 -1.09236 0.04115
H 1.38389 0.09939 -1.88910
H -1.28159 -1.65715 0.22669
*
```



[12]
Molecular formula: C2H4EuLiO
Method: DFT, ωB97M-V/def2-TZVPD

Results
**Total energy**: -870.93139 Eh
**HOMO (alpha / beta)**: -17.25 / -16.79 eV
**⟨S²⟩**: 12.01
**F_max**: 1.32 eV Å⁻¹

```
! wB97M-V def2-TZVPD RIJCOSX def2/J DEFGRID3
* xyz 2 7
Eu 2.53255 0.79797 0.15719
O 0.16140 0.98339 0.00587
C 0.62174 -1.30674 -0.32053
C -0.05735 -0.30138 0.29217
Li -1.26963 2.21808 -0.11532
H -0.69577 -0.51162 1.16144
H 0.52403 -2.33192 0.03401
H -2.91171 1.61239 0.08686
H 1.09473 -1.16017 -1.30167
*
```